Record 1
Here is 2 unconnected molecules or ions with the total composition CH6P2 from OMol25. Energies are from the ωB97M-V functional and the def2-TZVPD basis.

CARTESIAN COORDINATES (ANGSTROEM)
C -0.166 -0.170 -0.832
P 1.404 -0.561 -0.006
P -1.706 -0.423 0.055
H -0.217 0.230 -1.808
H -0.034 1.699 -0.530
H 2.094 0.462 -0.256
H 0.699 0.001 1.096
H -1.380 -1.610 0.484
H -2.350 -0.985 -1.023

## Properties
Kohn-Sham gap (alpha / beta)   8.0826 / 8.0812 eV
HOMO level (alpha / beta)   -8.3 / -8.3 eV
E_tot   -19706.442 eV
LUMO energy (alpha / beta)   -0.197 / -0.197 eV

=====

Record 2
Here is a single CH6P2S molecule from OMol25. Energies are from the ωB97M-V functional and the def2-TZVPD basis.

CARTESIAN COORDINATES (ANGSTROEM)
C 2.319 -0.215 -0.477
P 0.777 0.127 0.091
S -1.085 0.346 -1.042
P -2.346 -0.414 0.348
H 2.854 0.621 -0.332
H 2.629 -1.020 -1.127
H 0.959 1.194 0.972
H 0.271 -0.879 0.983
H -3.617 -0.603 -0.242
H -2.761 0.844 0.826

## Properties
SMILES string   C=[PH2]SP
Kohn-Sham gap   8.6969 eV
HOMO level   -8.0 eV
E_tot   -30544.607 eV
LUMO energy   0.677 eV

=====

Record 3
Here is a single CH6P2S molecule from OMol25. Energies are from the ωB97M-V functional and the def2-TZVPD basis.

CARTESIAN COORDINATES (ANGSTROEM)
C -2.023 0.179 0.046
P -0.380 -0.326 -0.765
S 1.097 0.053 0.766
P 2.674 0.564 -0.554
H -2.433 1.013 -0.345
H -1.941 0.338 1.146
H -2.689 -0.697 -0.109
H -0.893 -1.599 -0.476
H 3.230 -0.603 -0.212
H 3.358 1.078 0.504

## Properties
SMILES string   C[PH]#S#[PH2]
Kohn-Sham gap   9.8267 eV
HOMO level   -9.0 eV
E_tot   -30546.213 eV
LUMO energy   0.815 eV

=====

Record 4
Here is 2 unconnected molecules or ions with the total composition CH6S2 from OMol25. Energies are from the ωB97M-V functional and the def2-TZVPD basis.

CARTESIAN COORDINATES (ANGSTROEM)
C -1.595 2.169 1.269
H -2.592 1.784 1.037
H -0.927 1.325 1.105
H -1.617 2.555 2.280
H -1.314 2.909 0.522
S 1.796 -1.894 -0.870
S 2.437 -2.905 -2.629
H 0.482 -2.244 -0.675
H 3.330 -3.700 -2.040

## Properties
Kohn-Sham gap (alpha / beta)   3.3163 / 7.3739 eV
HOMO level (alpha / beta)   0.2 / -4.0 eV
E_tot   -22804.163 eV
2S+1   2
LUMO energy (alpha / beta)   3.500 / 3.417 eV
<S²>   0.753
Net charge   -1

=====

Record 5
Here is 2 unconnected molecules or ions with the total composition CH6S3 from OMol25. Energies are from the ωB97M-V functional and the def2-TZVPD basis.

CARTESIAN COORDINATES (ANGSTROEM)
C -1.651 -0.922 -0.346
S -0.133 -1.459 -0.965
S 1.079 -1.965 0.707
H -2.226 -1.508 0.368
H -1.599 0.061 0.238
H -2.243 -0.674 -1.223
H 2.060 -2.544 -0.016
S -0.135 3.677 0.409
H 1.118 3.850 -0.062
H 0.333 2.355 0.180

## Properties
SMILES string   CSS.S
Kohn-Sham gap   8.7025 eV
HOMO level   -8.3 eV
E_tot   -33639.054 eV
LUMO energy   0.415 eV

=====

Record 6
Here is 2 unconnected molecules or ions with the total composition CH7IN3 from OMol25. Energies are from the ωB97M-V functional and the def2-TZVPD basis.

CARTESIAN COORDINATES (ANGSTROEM)
C 0.399 -0.078 0.587
N -0.286 -2.043 -0.313
N -0.289 0.996 0.332
N 0.027 2.075 -0.474
I 2.269 -0.188 -0.158
H 0.154 -0.452 1.573
H -1.296 -1.844 -0.246
H -0.087 -1.852 -1.217
H -1.148 1.179 0.859
H -0.053 -2.904 0.106
H -0.681 2.801 -0.507
H 0.989 2.310 -0.543

## Properties
Kohn-Sham gap (alpha / beta)   7.0955 / 5.7714 eV
HOMO level (alpha / beta)   -10.4 / -13.3 eV
E_tot   -13709.160 eV
2S+1   3
LUMO energy (alpha / beta)   -3.332 / -7.501 eV
<S²>   2.009
Net charge   +1

=====

Record 7
Here is 2 unconnected molecules or ions with the total composition CH7N2 from OMol25. Energies are from the ωB97M-V functional and the def2-TZVPD basis.

CARTESIAN COORDINATES (ANGSTROEM)
N 0.883 -1.396 0.804
H 1.710 -0.725 1.001
H 0.823 -2.178 1.384
H -0.084 -0.792 0.743
H 1.186 -1.539 -0.164
C -0.801 1.350 -1.174
N -0.787 0.676 -0.034
H -0.506 0.967 -2.168
H -1.372 2.329 -1.171
H -1.052 1.308 0.779

## Properties
Kohn-Sham gap (alpha / beta)   3.1191 / 7.6762 eV
HOMO level (alpha / beta)   -3.3 / -7.9 eV
E_tot   -4126.209 eV
2S+1   2
LUMO energy (alpha / beta)   -0.161 / -0.187 eV
<S²>   0.754

=====

Record 8
Here is 2 unconnected molecules or ions with the total composition CH7N2O from OMol25. Energies are from the ωB97M-V functional and the def2-TZVPD basis.

CARTESIAN COORDINATES (ANGSTROEM)
O 1.805 -0.305 -1.629
H 2.311 -0.084 -2.462
N 0.485 0.497 1.456
C -0.722 -0.276 0.826
N -1.028 0.075 -0.607
H 0.218 1.522 1.293
H 1.290 0.386 0.713
H -1.676 -0.058 1.433
H -0.550 -1.329 1.078
H -0.272 -0.181 -1.148
H -1.860 -0.248 -0.953

## Properties
Kohn-Sham gap   7.1103 eV
HOMO level   -2.6 eV
E_tot   -6177.302 eV
LUMO energy   4.470 eV
Net charge   -1

=====

Record 9
Here is 2 unconnected molecules or ions with the total composition CH7N2O from OMol25. Energies are from the ωB97M-V functional and the def2-TZVPD basis.

CARTESIAN COORDINATES (ANGSTROEM)
N -2.021 0.673 -0.130
H -2.356 1.132 -0.982
H -1.896 1.481 0.495
H -0.941 -0.231 -0.157
H -2.963 0.348 0.137
C 1.193 -0.999 0.147
N 2.095 -0.063 0.071
O -0.006 -0.877 -0.350
H 1.430 -1.657 1.040
H 3.022 -0.404 0.405
H 2.444 0.595 -0.675

## Properties
Kohn-Sham gap (alpha / beta)   12.2985 / 7.1333 eV
HOMO level (alpha / beta)   -23.6 / -23.3 eV
E_tot   -6154.758 eV
2S+1   2
LUMO energy (alpha / beta)   -11.288 / -16.193 eV
<S²>   0.754
Net charge   +2

=====

Record 10
Here is 2 unconnected molecules or ions with the total composition CH7N2O2P from OMol25. Energies are from the ωB97M-V functional and the def2-TZVPD basis.

CARTESIAN COORDINATES (ANGSTROEM)
C -2.137 0.441 0.392
N -1.062 -0.076 -0.300
N 0.923 -0.708 1.037
O 1.854 -1.400 -1.303
O 1.997 1.105 -0.597
P 2.211 -0.478 0.001
H -2.488 -0.193 1.247
H -2.146 1.484 0.722
H -3.076 0.451 -0.165
H -0.382 0.615 -0.712
H 0.912 -1.684 1.203
H 0.874 -1.432 -1.377
H 2.521 1.876 -0.148

## Properties
Kohn-Sham gap (alpha / beta)   8.0208 / 8.7911 eV
HOMO level (alpha / beta)   -9.3 / -9.0 eV
E_tot   -17511.852 eV
LUMO energy (alpha / beta)   -1.285 / -0.170 eV

=====

Record 11
Here is 2 unconnected molecules or ions with the total composition CH7N2O2Si from OMol25. Energies are from the ωB97M-V functional and the def2-TZVPD basis.

CARTESIAN COORDINATES (ANGSTROEM)
C -0.004 -0.918 -0.903
N -0.715 0.920 -0.208
N 1.203 -1.061 -0.611
O 0.397 1.667 -0.224
O 1.913 -2.211 -0.823
Si -1.636 0.848 1.307
H -0.673 -1.633 -1.341
H 1.720 -0.285 -0.175
H 0.441 2.144 -1.081
H 2.857 -2.113 -0.603
H -2.316 2.124 1.055
H -2.429 -0.360 1.137
H -0.757 0.877 2.471

## Properties
Kohn-Sham gap (alpha / beta)   9.2397 / 9.2401 eV
HOMO level (alpha / beta)   -14.3 / -14.3 eV
E_tot   -16089.746 eV
LUMO energy (alpha / beta)   -5.076 / -5.076 eV
Net charge   +1

=====

Record 12
Here is 2 unconnected molecules or ions with the total composition CH7N2P3 from OMol25. Energies are from the ωB97M-V functional and the def2-TZVPD basis.

CARTESIAN COORDINATES (ANGSTROEM)
C -0.636 1.041 0.602
N -0.987 -1.907 -1.112
N 1.571 0.334 -0.641
P -2.504 -1.797 -1.136
P 2.463 -1.019 -1.248
P -0.079 0.483 -1.055
H -0.185 2.005 0.893
H -0.547 0.266 1.348
H -1.698 1.384 0.595
H 1.599 0.532 0.387
H -2.778 -3.191 -1.568
H 3.184 -0.262 -2.147
H 1.203 -1.473 -1.785

## Properties
Kohn-Sham gap (alpha / beta)   7.1983 / 7.1907 eV
HOMO level (alpha / beta)   -7.6 / -7.6 eV
E_tot   -31993.216 eV
LUMO energy (alpha / beta)   -0.404 / -0.405 eV

=====

Record 13
Here is 2 unconnected molecules or ions with the total composition CH7N2S from OMol25. Energies are from the ωB97M-V functional and the def2-TZVPD basis.

CARTESIAN COORDINATES (ANGSTROEM)
S 2.546 -1.012 -1.523
H 2.435 -1.023 -0.187
N -0.155 0.897 -0.743
C -0.714 0.702 0.562
N -0.840 -0.727 1.034
H -0.888 1.018 -1.439
H 0.427 0.130 -1.090
H -1.708 1.153 0.613
H -0.107 1.161 1.348
H 0.114 -1.032 1.209
H -1.110 -1.267 0.215

## Properties
Kohn-Sham gap   6.9153 eV
HOMO level   -2.7 eV
E_tot   -14966.885 eV
LUMO energy   4.174 eV
Net charge   -1

=====

Record 14
Here is 2 unconnected molecules or ions with the total composition CH7N2S from OMol25. Energies are from the ωB97M-V functional and the def2-TZVPD basis.

CARTESIAN COORDINATES (ANGSTROEM)
S -2.216 0.931 1.271
H -2.711 1.951 0.505
N 1.108 0.764 -0.563
C 1.032 -0.556 0.064
N -0.130 -1.385 -0.128
H 0.594 1.411 0.029
H 0.518 0.749 -1.388
H 1.155 -0.415 1.142
H 1.930 -1.134 -0.206
H -0.381 -1.382 -1.112
H -0.898 -0.935 0.384

## Properties
Kohn-Sham gap   7.4025 eV
HOMO level   -2.9 eV
E_tot   -14967.070 eV
LUMO energy   4.480 eV
Net charge   -1

=====

Record 15
Here is 2 unconnected molecules or ions with the total composition CH7N3 from OMol25. Energies are from the ωB97M-V functional and the def2-TZVPD basis.

CARTESIAN COORDINATES (ANGSTROEM)
C 0.039 -1.227 0.020
N -1.342 0.685 -0.419
N 1.207 1.079 0.747
N -0.214 0.028 -0.653
H 1.147 -1.410 0.037
H -0.529 -1.416 0.985
H -0.338 -1.969 -0.783
H -1.902 0.813 0.340
H -1.251 1.568 -0.928
H 1.817 0.270 0.754
H 1.366 1.580 -0.098

## Properties
Kohn-Sham gap (alpha / beta)   8.2041 / 10.1835 eV
HOMO level (alpha / beta)   -7.6 / -9.2 eV
E_tot   -5616.223 eV
LUMO energy (alpha / beta)   0.583 / 1.025 eV

=====

Record 16
Here is 2 unconnected molecules or ions with the total composition CH7N3 from OMol25. Energies are from the ωB97M-V functional and the def2-TZVPD basis.

CARTESIAN COORDINATES (ANGSTROEM)
H -0.487 -1.943 0.211
N 0.425 -1.493 0.182
C 0.851 -1.569 1.402
N 0.601 -0.714 2.427
H 1.174 -2.577 1.728
H 0.364 -1.126 3.315
H 0.543 0.278 2.275
N -0.716 2.534 -2.770
H -1.373 2.802 -3.495
H -1.242 1.997 -2.083
H -0.141 1.811 -3.192

## Properties
SMILES string   [H]/N=C\N.N
Kohn-Sham gap   8.6062 eV
HOMO level   -7.9 eV
E_tot   -5618.517 eV
LUMO energy   0.709 eV

=====

Record 17
Here is 2 unconnected molecules or ions with the total composition CH7N3O from OMol25. Energies are from the ωB97M-V functional and the def2-TZVPD basis.

CARTESIAN COORDINATES (ANGSTROEM)
C -0.366 0.518 -2.523
N -0.050 0.489 -1.294
N 0.219 -0.767 -0.843
H -0.482 1.459 -3.042
H -0.527 -0.398 -3.127
H -0.273 -1.487 -1.399
H -0.049 -0.819 0.137
N 0.133 -0.286 1.994
O 0.826 0.957 2.060
H 0.570 -0.857 2.722
H -0.821 -0.045 2.323
H 0.821 1.236 2.992

## Properties
SMILES string   C=NN.NO
Kohn-Sham gap   9.2305 eV
HOMO level   -8.5 eV
E_tot   -7664.874 eV
LUMO energy   0.707 eV

=====

Record 18
Here is a molecular structure, CH7N4O from OMol25. Energies are from the ωB97M-V functional and the def2-TZVPD basis.

CARTESIAN COORDINATES (ANGSTROEM)
C 0.612 -0.379 0.875
N 0.526 1.549 -0.507
N 0.583 0.903 0.616
N -1.816 -0.085 -0.130
N 0.791 -1.436 -0.060
O -1.135 0.008 0.980
H 0.617 -0.659 1.958
H 0.466 2.602 -0.371
H -1.960 0.802 -0.576
H 0.605 1.090 -1.474
H 0.953 -2.400 0.307
H -1.525 -0.866 -0.730
H 1.282 -1.131 -0.887

## Properties
Kohn-Sham gap (alpha / beta)   8.7855 / 8.7872 eV
HOMO level (alpha / beta)   -14.3 / -14.3 eV
E_tot   -9146.838 eV
LUMO energy (alpha / beta)   -5.473 / -5.475 eV
Net charge   +1

=====

Record 19
Here is a gas-phase ion, CH7N4O (charge +1) from OMol25. Energies are from the ωB97M-V functional and the def2-TZVPD basis.

CARTESIAN COORDINATES (ANGSTROEM)
H 2.720 0.351 -0.967
N 1.865 0.574 -0.393
N 1.167 -0.442 -0.300
C 0.059 -0.330 0.680
N -0.847 -1.409 0.147
O -0.642 0.869 0.706
N -0.656 1.495 -0.606
H 0.445 -0.523 1.723
H -1.700 -1.661 0.700
H -1.058 -0.879 -0.799
H -0.312 -2.330 0.208
H -1.303 2.339 -0.430
H 0.264 1.947 -0.668

## Properties
SMILES string   [H]/N=N/[C@H]([NH3+])ON
Kohn-Sham gap   9.8580 eV
HOMO level   -14.3 eV
E_tot   -9147.758 eV
LUMO energy   -4.483 eV
Net charge   +1

=====

Record 20
Here is a gas-phase ion, CH7N4OP (charge +2) from OMol25. Energies are from the ωB97M-V functional and the def2-TZVPD basis.

CARTESIAN COORDINATES (ANGSTROEM)
C -0.185 0.771 -0.653
N 0.694 0.966 0.512
N -0.838 -0.414 -0.173
N 1.772 0.317 0.526
N 0.165 -1.616 -0.063
O -3.213 0.868 0.168
P -2.788 -0.485 0.290
H -0.828 1.548 -0.927
H 0.294 0.705 -1.530
H 0.237 1.445 1.357
H 2.337 0.355 -0.377
H 2.197 -0.101 1.497
H -0.337 -2.391 0.376
H 0.493 -1.967 -1.003

## Properties
Kohn-Sham gap (alpha / beta)   7.8189 / 8.9657 eV
HOMO level (alpha / beta)   -19.7 / -20.0 eV
E_tot   -18423.982 eV
LUMO energy (alpha / beta)   -11.843 / -11.036 eV
Net charge   +2

=====

Taking the records one at a time from the top gives energy above the lowest of the compared OMol25 structures with the same formula, charge and spin values of 101.0 41.3 4.3 9.5 19.4 0.0 63.8 23.9 70.9 99.0 79.2 57.0 6.9 2.7 108.0 55.1 107.2 73.9 52.7 54.8 kcal/mol.
Taking the records one at a time from the top gives molecular weight values of 80.01 112.07 112.07 82.19 114.26 187.99 47.08 63.08 63.08 110.05 107.16 140.00 79.15 79.15 61.09 61.09 77.09 91.09 91.09 122.07 g mol⁻¹.